Record 1
Density functional theory data (the ωB97M-V functional and the def2-TZVPD basis) for a molecular structure, C2H2ErFLiO.

The multiplicity is 5. As for the expectation value of S²: 6.09. The LUMO energy (spin up / spin down) comes out at -9.56 / -9.53 eV. For the molecular weight, the calculation gives 235.24 g/mol. As for the charge: +2.

CARTESIAN COORDINATES (ANGSTROEM)
H 0.6447 -0.8732 -1.2522
C 1.0356 0.3914 0.5453
C 0.4156 -0.5946 -0.0988
O -0.7979 -0.3919 -0.6531
Li -1.6514 -2.1278 -0.0617
Er -1.8803 1.6452 -0.2837
F 0.3871 1.6364 0.5433
H 1.8466 0.3146 1.2609

---

Record 2
Density functional theory data (the ωB97M-V functional and the def2-TZVPD basis) for a single C3H3NO molecule.

The multiplicity is 1. The LUMO energy comes out at 0.48 eV. For the molecular weight, the calculation gives 69.06 g/mol. Its SMILES is C#CC(N)=O. For the energy above the lowest of the compared OMol25 structures with the same formula, charge and spin, the calculation gives 2.546 eV.

CARTESIAN COORDINATES (ANGSTROEM)
C -0.9529 1.5223 -0.8944
C -0.1077 0.6515 -0.7463
C 0.8552 -0.3977 -0.2001
N 0.2099 -1.0806 0.8217
O 1.9666 -0.3752 -0.6414
H -2.0445 1.8938 -1.3077
H -0.7460 -0.6847 1.3058
H 0.8194 -1.5295 1.6624

---

Record 3
Density functional theory data (the ωB97M-V functional and the def2-TZVPD basis) for 6 unconnected molecules or ions with the total composition C54H114N6O6.

The multiplicity is 1. The LUMO energy comes out at 0.57 eV. For the molecular weight, the calculation gives 943.54 g/mol. Its SMILES is CC1(C)CCCC(C)(C)N1O.CC1(C)CCCC(C)(C)N1O.CC1(C)CCCC(C)(C)N1O.CC1(C)CCCC(C)(C)N1O.CC1(C)CCCC(C)(C)N1O.CC1(C)CCCC(C)(C)N1O. For the energy above the lowest of the compared OMol25 structures with the same formula, charge and spin, the calculation gives 6.623 eV.

CARTESIAN COORDINATES (ANGSTROEM)
C -31.2318 32.4104 -8.5862
C -32.2808 31.2662 -8.6459
C -32.3866 30.7225 -7.2069
C -33.6780 31.7871 -9.2025
C -33.5986 32.0967 -10.6887
C -33.2500 30.8481 -11.4377
C -31.8697 30.2146 -11.0530
C -31.6635 28.8078 -11.7172
C -30.6063 30.9911 -11.5837
N -31.8742 30.1510 -9.5614
O -30.6618 29.5631 -9.0993
H -30.7794 32.6434 -9.5501
H -31.7650 33.3391 -8.3828
H -30.4527 32.3585 -7.8258
H -32.8670 31.4627 -6.5670
H -33.0479 29.8563 -7.2278
H -31.4326 30.5212 -6.7194
H -34.4334 31.0255 -9.0089
H -34.0341 32.7052 -8.7353
H -34.5369 32.5229 -11.0438
H -32.8749 32.8998 -10.8281
H -33.1976 31.0597 -12.5057
H -33.9874 30.0640 -11.2656
H -30.8009 28.1696 -11.5252
H -31.7992 28.8354 -12.7984
H -32.5126 28.2139 -11.3791
H -30.9722 31.9826 -11.8505
H -30.2138 30.6049 -12.5243
H -29.8193 31.1019 -10.8377
H -31.0362 28.8028 -8.6484
C -30.9431 34.5732 -22.2761
C -30.8312 33.1790 -22.8897
C -30.2647 33.1287 -24.2987
C -29.7868 32.3482 -22.0494
C -30.2366 31.9696 -20.6898
C -31.5754 31.1493 -20.7233
C -32.6754 31.8992 -21.5591
C -33.6766 30.7473 -21.9181
C -33.3320 33.0297 -20.6413
N -32.0885 32.3430 -22.8281
O -33.0149 32.7576 -23.7825
H -31.4002 34.7126 -21.2965
H -29.9532 34.8813 -21.9395
H -31.3189 35.2173 -23.0711
H -31.0559 33.4904 -24.9554
H -29.3671 33.7306 -24.4401
H -30.1607 32.0949 -24.6282
H -29.5788 31.4301 -22.5988
H -28.7943 32.7981 -22.0750
H -29.4962 31.4366 -20.0933
H -30.4486 32.7606 -19.9704
H -31.9245 31.0162 -19.6993
H -31.4620 30.1105 -21.0335
H -34.4588 31.0847 -22.5981
H -34.2212 30.2502 -21.1154
H -33.2061 29.9440 -22.4851
H -32.6650 33.2358 -19.8042
H -34.2513 32.6526 -20.1931
H -33.5598 33.9106 -21.2415
H -32.7611 32.1645 -24.4935
C -32.2210 41.0479 -2.6128
C -32.2271 39.8141 -3.6280
C -30.7799 39.5104 -4.1437
C -32.8044 38.4609 -3.0840
C -34.2852 38.4614 -2.7171
C -35.0184 38.8330 -3.9722
C -34.5915 40.1608 -4.7465
C -35.2007 40.0544 -6.1578
C -35.1055 41.3199 -3.9334
N -33.0396 40.1548 -4.8292
O -32.6890 41.3466 -5.4232
H -32.9799 41.0905 -1.8315
H -31.3886 40.9746 -1.9129
H -32.1360 42.0028 -3.1315
H -30.2798 40.2074 -4.8162
H -30.0843 39.4882 -3.3048
H -30.8094 38.6710 -4.8383
H -32.4849 37.5961 -3.6655
H -32.1702 38.2226 -2.2301
H -34.6634 37.4964 -2.3796
H -34.5100 39.1328 -1.8884
H -36.0264 38.8651 -3.5586
H -35.0496 37.9631 -4.6283
H -36.1940 39.6071 -6.1199
H -34.5601 39.3606 -6.7023
H -35.2382 41.0217 -6.6588
H -34.6627 42.2469 -4.2977
H -34.8414 41.2837 -2.8765
H -36.1802 41.4671 -4.0406
H -32.3994 41.0742 -6.2970
C -44.8783 34.7004 -13.6248
C -43.6727 34.8169 -14.5386
C -42.6147 33.9513 -13.9471
C -44.0749 34.3769 -15.9331
C -43.0541 34.7461 -17.0028
C -42.8759 36.2355 -16.9637
C -42.4668 36.8828 -15.5805
C -40.9713 36.6084 -15.4399
C -42.7158 38.3936 -15.7108
N -43.2518 36.2208 -14.5367
O -43.0131 36.7655 -13.1836
H -45.2327 33.6719 -13.5566
H -44.6980 34.9946 -12.5909
H -45.6656 35.3384 -14.0263
H -42.7136 32.8694 -14.0356
H -41.6877 34.2418 -14.4416
H -42.3957 34.2900 -12.9345
H -44.3060 33.3205 -16.0695
H -45.0525 34.7606 -16.2252
H -42.1176 34.2288 -16.7946
H -43.4505 34.4354 -17.9695
H -43.7636 36.7856 -17.2758
H -42.2037 36.4236 -17.8009
H -40.7675 36.6183 -14.3692
H -40.4498 37.4998 -15.7886
H -40.4926 35.6817 -15.7565
H -43.7533 38.6357 -15.9410
H -42.1045 38.8076 -16.5126
H -42.4811 38.8501 -14.7492
H -43.7021 37.4288 -13.0996
C -29.5949 39.5367 -14.8611
C -29.5635 41.0705 -15.2315
C -28.2681 41.7423 -14.6802
C -29.5438 41.0324 -16.7511
C -29.8214 42.4533 -17.2977
C -31.2887 42.8330 -16.8029
C -31.4543 42.8332 -15.2750
C -30.9845 44.1528 -14.6199
C -32.9369 42.6013 -14.9668
N -30.7835 41.6494 -14.7103
O -30.8887 41.6440 -13.2788
H -29.7726 39.4819 -13.7871
H -30.4350 39.0073 -15.3106
H -28.7371 38.9563 -15.2008
H -27.2808 41.3652 -14.9468
H -28.2761 42.8020 -14.9353
H -28.2961 41.6665 -13.5932
H -28.6946 40.6014 -17.2813
H -30.3438 40.3926 -17.1237
H -28.9882 43.0492 -16.9251
H -29.7305 42.4432 -18.3839
H -32.0392 42.1182 -17.1404
H -31.5658 43.7698 -17.2864
H -29.9062 44.2191 -14.7646
H -31.1807 44.1334 -13.5479
H -31.4362 45.0367 -15.0703
H -33.1096 42.4707 -13.8986
H -33.2752 41.6353 -15.3417
H -33.6894 43.3067 -15.3193
H -31.5697 40.9803 -13.1470
C -35.3003 19.0180 -9.7659
C -34.8303 20.4193 -10.3628
C -33.3445 20.6916 -9.9961
C -34.9308 20.1795 -11.8908
C -36.3136 20.1741 -12.4704
C -36.8481 21.6066 -12.1356
C -36.8823 21.9389 -10.5733
C -37.0536 23.4547 -10.4319
C -38.0473 21.2688 -9.9121
N -35.5481 21.6852 -9.9199
O -35.7399 21.7651 -8.5724
H -35.0890 19.0741 -8.6981
H -36.3309 18.7468 -9.9951
H -34.6700 18.1614 -10.0046
H -32.5925 19.9431 -10.2460
H -32.8643 21.6549 -10.1677
H -33.3401 20.6456 -8.9071
H -34.4603 21.0843 -12.2754
H -34.3420 19.3240 -12.2219
H -36.2672 19.9745 -13.5409
H -37.0344 19.4250 -12.1430
H -37.8921 21.6773 -12.4408
H -36.3881 22.4312 -12.6802
H -36.2088 23.8830 -10.9713
H -36.9526 23.7877 -9.3989
H -37.9266 23.9469 -10.8605
H -37.7901 20.2221 -9.7500
H -38.8310 21.1134 -10.6536
H -38.4914 21.7812 -9.0586
H -35.6526 22.6993 -8.3694

---

Q: Which formula does entry 1 have?
A: C2H2ErFLiO